No. 1
Entry from the OMol25 dataset: 10 unconnected molecules or ions with the total composition C23H50BCl18N4O2 at a distorted geometry (ωB97M-V/def2-TZVPD).

Last columns: bonded neighbours and bond lengths (Å).
Geometry (Å):
1 C -6.473 -1.978 3.688  C2 1.536, H13 1.095, H14 1.092, H15 1.099
2 C -5.047 -2.523 3.530  C1 1.536, N3 1.493, H16 1.094, H17 1.093
3 N -4.074 -1.498 3.048  C2 1.493, C4 1.441, H18 1.016
4 C -3.599 -1.776 1.716  N3 1.441, N5 1.525, C9 1.575, H19 1.086
5 N -4.599 -1.261 0.686  C4 1.525, C6 1.318, H20 1.020
6 C -4.205 -0.042 0.375  N5 1.318, N7 1.329, N8 1.436
7 N -4.903 1.088 0.335  C6 1.329, H21 1.012, H22 1.012
8 N -2.795 -0.158 0.130  C6 1.436, C9 1.510, H23 1.023
9 C -2.400 -0.793 1.442  C4 1.575, N8 1.510, B10 1.591, H24 1.103
10 B -0.897 -1.298 1.570  C9 1.591, O11 1.365, O12 1.361
11 O -0.563 -2.514 2.091  B10 1.365, H25 0.969
12 O 0.105 -0.462 1.182  B10 1.361, H26 0.974
13 H -6.491 -1.051 4.270  C1 1.095
14 H -7.078 -2.738 4.187  C1 1.092
15 H -6.963 -1.769 2.726  C1 1.099
16 H -4.736 -2.891 4.512  C2 1.094
17 H -5.029 -3.352 2.816  C2 1.093
18 H -4.550 -0.600 3.071  N3 1.016
19 H -3.283 -2.811 1.618  C4 1.086
20 H -5.579 -1.400 0.932  N5 1.020
21 H -5.191 1.552 1.186  N7 1.012
22 H -5.120 1.588 -0.518  N7 1.012
23 H -2.754 -0.969 -0.492  N8 1.023
24 H -2.605 0.000 2.180  C9 1.103
25 H 0.241 -2.433 2.624  O11 0.969
26 H -0.274 0.435 1.155  O12 0.974
27 Cl -0.523 2.899 0.572  C28 1.790
28 C 0.214 2.649 -1.041  Cl27 1.790, C29 1.504, H31 1.087, H32 1.089
29 C 1.514 3.394 -1.173  C28 1.504, Cl30 1.784, H33 1.086, H34 1.089
30 Cl 1.266 5.161 -1.207  C29 1.784
31 H -0.507 2.958 -1.793  C28 1.087
32 H 0.386 1.579 -1.153  C28 1.089
33 H 2.001 3.122 -2.105  C29 1.086
34 H 2.190 3.164 -0.352  C29 1.089
35 Cl 0.954 -4.705 7.326  C36 1.781
36 C 0.302 -4.858 5.676  Cl35 1.781, C37 1.507, H39 1.088, H40 1.090
37 C -0.977 -4.083 5.489  C36 1.507, Cl38 1.781, H41 1.090, H42 1.088
38 Cl -2.333 -4.785 6.405  C37 1.781
39 H 0.158 -5.916 5.468  C36 1.088
40 H 1.064 -4.475 4.998  C36 1.090
41 H -1.263 -4.098 4.437  C37 1.090
42 H -0.865 -3.045 5.798  C37 1.088
43 Cl -5.273 4.007 -1.947  C44 1.788
44 C -4.011 5.171 -1.444  Cl43 1.788, C45 1.508, H47 1.087, H48 1.089
45 C -3.925 5.311 0.054  C44 1.508, Cl46 1.781, H49 1.089, H50 1.088
46 Cl -5.361 6.109 0.741  C45 1.781
47 H -4.229 6.122 -1.925  C44 1.087
48 H -3.064 4.799 -1.833  C44 1.089
49 H -3.063 5.924 0.316  C45 1.089
50 H -3.814 4.342 0.538  C45 1.088
51 Cl 4.448 5.894 4.460  C52 1.782
52 C 4.251 5.911 2.689  Cl51 1.782, C53 1.508, H55 1.088, H56 1.089
53 C 2.867 5.488 2.266  C52 1.508, Cl54 1.785, H57 1.089, H58 1.088
54 Cl 2.565 3.758 2.585  C53 1.785
55 H 5.014 5.265 2.260  C52 1.088
56 H 4.440 6.931 2.358  C52 1.089
57 H 2.748 5.638 1.194  C53 1.089
58 H 2.100 6.063 2.779  C53 1.088
59 Cl 3.291 1.414 -3.998  C60 1.783
60 C 2.332 1.109 -5.470  Cl59 1.783, C61 1.509, H63 1.084, H64 1.086
61 C 1.233 2.126 -5.651  C60 1.509, Cl62 1.787, H65 1.089, H66 1.087
62 Cl -0.050 1.962 -4.418  C61 1.787
63 H 1.934 0.102 -5.410  C60 1.084
64 H 3.018 1.157 -6.310  C60 1.086
65 H 0.758 1.984 -6.621  C61 1.089
66 H 1.616 3.142 -5.602  C61 1.087
67 Cl -3.710 -5.691 1.386  C68 1.784
68 C -2.923 -6.011 -0.183  Cl67 1.784, C69 1.507, H71 1.087, H72 1.089
69 C -1.592 -5.315 -0.306  C68 1.507, Cl70 1.783, H73 1.089, H74 1.088
70 Cl -1.776 -3.544 -0.397  C69 1.783
71 H -3.611 -5.703 -0.967  C68 1.087
72 H -2.781 -7.088 -0.256  C68 1.089
73 H -1.093 -5.634 -1.220  C69 1.089
74 H -0.938 -5.537 0.535  C69 1.088
75 Cl 4.332 -6.018 2.686  C76 1.782
76 C 3.594 -6.502 4.234  Cl75 1.782, C77 1.508, H79 1.087, H80 1.089
77 C 2.924 -7.850 4.149  C76 1.508, Cl78 1.786, H81 1.089, H82 1.087
78 Cl 1.465 -7.820 3.118  C77 1.786
79 H 2.893 -5.726 4.528  C76 1.087
80 H 4.395 -6.537 4.971  C76 1.089
81 H 2.603 -8.164 5.141  C77 1.089
82 H 3.597 -8.606 3.752  C77 1.087
83 Cl 5.166 6.392 -1.693  C84 1.783
84 C 5.032 6.537 -3.466  Cl83 1.783, C85 1.508, H87 1.088, H88 1.089
85 C 3.685 6.086 -3.970  C84 1.508, Cl86 1.784, H89 1.089, H90 1.088
86 Cl 3.458 4.326 -3.789  C85 1.784
87 H 5.839 5.959 -3.912  C84 1.088
88 H 5.185 7.586 -3.711  C84 1.089
89 H 3.593 6.311 -5.032  C85 1.089
90 H 2.875 6.586 -3.443  C85 1.088
91 Cl 4.063 -1.188 -6.061  C92 1.783
92 C 4.817 -1.369 -7.667  Cl91 1.783, C93 1.507, H95 1.088, H96 1.089
93 C 6.095 -0.579 -7.776  C92 1.507, Cl94 1.783, H97 1.089, H98 1.087
94 Cl 5.791 1.178 -7.768  C93 1.783
95 H 4.092 -1.061 -8.417  C92 1.088
96 H 5.022 -2.430 -7.806  C92 1.089
97 H 6.593 -0.812 -8.716  C93 1.089
98 H 6.776 -0.808 -6.960  C93 1.087

Output
HOMO energy = -0.439 hartree
net charge = +1
multiplicity = 1
DFT total energy = -260795.40793 eV
LUMO level = -0.1474 Ha
HOMO-LUMO gap = 7.94 eV
ΔE to the lowest compared entry with this formula, charge and spin = 12.33 kcal per mole

---

No. 2
Entry from the OMol25 dataset: 3 unconnected molecules or ions with the total composition C23H50BO8P2 at a distorted geometry (ωB97M-V/def2-TZVPD).

Last columns: bonded neighbours and bond lengths (Å).
Geometry (Å):
1 C 8.276 -3.147 0.600  C2 1.645, H21 1.194, H22 1.182, H23 1.191
2 C 8.034 -1.989 1.743  C1 1.645, P3 1.910, H24 1.186, H25 1.194
3 P 7.082 -0.449 1.137  C2 1.910, C4 1.914, B6 1.919
4 C 8.288 0.698 0.192  P3 1.914, C5 1.639, H26 1.176, H27 1.172
5 C 9.411 -0.075 -0.718  C4 1.639, H28 1.179, H29 1.187, H30 1.192
6 B 5.546 -0.894 0.076  P3 1.919, O7 1.505, O20 1.484, H31 1.195
7 O 4.350 -0.243 0.718  B6 1.505, C8 1.501
8 C 3.217 -1.219 0.850  O7 1.501, C9 1.671, C10 1.639, C14 1.640
9 C 2.274 -1.029 2.216  C8 1.671, H32 1.183, H33 1.169, H34 1.189
10 C 2.205 -1.019 -0.423  C8 1.639, C11 1.637, H35 1.194, H36 1.180
11 C 2.051 0.519 -0.965  C10 1.637, C12 1.637, C13 1.673, H37 1.192
12 C 1.808 1.655 0.188  C11 1.637, H38 1.194, H39 1.193, H40 1.170
13 C 0.678 0.528 -1.920  C11 1.673, H41 1.176, H42 1.183, H43 1.191
14 C 4.134 -2.573 0.978  C8 1.640, C15 1.672, P16 1.907, O20 1.475
15 C 4.758 -2.745 2.520  C14 1.672, H44 1.186, H45 1.194, H46 1.183
16 P 3.375 -4.298 0.689  C14 1.907, C17 1.948, C18 1.937
17 C 2.014 -4.710 2.020  P16 1.948, H47 1.189, H48 1.172, H49 1.173
18 C 2.386 -4.385 -0.974  P16 1.937, C19 1.668, H50 1.183, H51 1.189
19 C 2.127 -5.973 -1.415  C18 1.668, H52 1.173, H53 1.183, H54 1.194
20 O 5.217 -2.340 0.004  B6 1.484, C14 1.475
21 H 9.259 -3.795 0.795  C1 1.194
22 H 8.384 -2.654 -0.469  C1 1.182
23 H 7.346 -3.885 0.515  C1 1.191
24 H 7.543 -2.531 2.677  C2 1.186
25 H 9.109 -1.629 2.118  C2 1.194
26 H 7.672 1.405 -0.518  C4 1.176
27 H 8.866 1.353 0.974  C4 1.172
28 H 10.180 0.657 -1.230  C5 1.179
29 H 8.903 -0.722 -1.574  C5 1.187
30 H 10.046 -0.815 -0.033  C5 1.192
31 H 5.570 -0.484 -1.046  B6 1.195
32 H 2.817 -0.218 2.887  C9 1.183
33 H 2.076 -2.032 2.783  C9 1.169
34 H 1.215 -0.658 1.824  C9 1.189
35 H 2.684 -1.636 -1.326  C10 1.194
36 H 1.146 -1.496 -0.212  C10 1.180
37 H 2.935 0.790 -1.718  C11 1.192
38 H 1.422 2.633 -0.378  C12 1.194
39 H 2.870 1.975 0.629  C12 1.193
40 H 1.050 1.363 1.030  C12 1.170
41 H 0.925 0.616 -3.066  C13 1.176
42 H -0.014 -0.409 -1.713  C13 1.183
43 H 0.032 1.474 -1.592  C13 1.191
44 H 5.572 -3.608 2.549  C15 1.186
45 H 3.918 -3.091 3.293  C15 1.194
46 H 5.163 -1.717 2.944  C15 1.183
47 H 1.664 -5.820 1.777  C17 1.189
48 H 1.066 -4.027 1.927  C17 1.172
49 H 2.483 -4.750 3.094  C17 1.173
50 H 2.920 -3.758 -1.823  C18 1.183
51 H 1.356 -3.827 -0.772  C18 1.189
52 H 3.078 -6.596 -1.128  C19 1.173
53 H 1.903 -5.944 -2.576  C19 1.183
54 H 1.160 -6.295 -0.794  C19 1.194
55 C -2.724 1.713 -3.183  C56 1.520, H62 1.095, H63 1.093, H64 1.095
56 C -2.649 2.650 -1.989  C55 1.520, O57 1.434, H65 1.093, H66 1.096
57 O -3.522 3.773 -2.161  C56 1.434, C58 1.356
58 C -4.842 3.528 -1.970  O57 1.356, O59 1.222, O60 1.357
59 O -5.338 2.453 -1.667  C58 1.222
60 O -5.523 4.677 -2.204  C58 1.357, C61 1.426
61 C -6.940 4.530 -2.142  O60 1.426, H67 1.095, H68 1.094, H69 1.094
62 H -2.527 2.258 -4.112  C55 1.095
63 H -1.995 0.904 -3.086  C55 1.093
64 H -3.718 1.266 -3.283  C55 1.095
65 H -1.633 3.047 -1.905  C56 1.093
66 H -2.869 2.129 -1.050  C56 1.096
67 H -7.253 4.083 -1.193  C61 1.095
68 H -7.287 3.927 -2.987  C61 1.094
69 H -7.389 5.525 -2.219  C61 1.094
70 C -9.015 1.953 1.904  C71 1.520, H77 1.095, H78 1.093, H79 1.095
71 C -9.188 3.462 1.860  C70 1.520, O72 1.434, H80 1.093, H81 1.096
72 O -10.076 3.848 0.803  C71 1.434, C73 1.356
73 C -11.395 3.636 1.035  O72 1.356, O74 1.222, O75 1.357
74 O -11.880 3.158 2.050  C73 1.222
75 O -12.084 4.019 -0.069  C73 1.357, C76 1.426
76 C -13.482 3.748 0.002  O75 1.426, H82 1.095, H83 1.094, H84 1.094
77 H -8.693 1.575 0.928  C70 1.095
78 H -8.273 1.671 2.656  C70 1.093
79 H -9.955 1.447 2.145  C70 1.095
80 H -8.222 3.931 1.651  C71 1.093
81 H -9.536 3.859 2.821  C71 1.096
82 H -13.927 4.181 0.904  C76 1.095
83 H -13.652 2.668 -0.033  C76 1.094
84 H -13.962 4.202 -0.870  C76 1.094

Output
HOMO energy = -0.122 hartree
net charge = -1
multiplicity = 1
DFT total energy = -60291.85320 eV
LUMO level = 0.0634 Ha
HOMO-LUMO gap = 5.06 eV

---

No. 3
Entry from the OMol25 dataset: a gas-phase ion, C23H50BrNO8PS2 (charge -1) at a distorted geometry (ωB97M-V/def2-TZVPD).

Last columns: bonded neighbours and bond lengths (Å).
Geometry (Å):
1 C 5.388 -1.696 -1.384  C2 1.518, H37 1.094, H38 1.092, H39 1.091
2 C 4.576 -1.154 -2.546  C1 1.518, O3 1.422, H40 1.097, H41 1.097
3 O 3.415 -1.943 -2.773  C2 1.422, C4 1.418
4 C 2.188 -1.250 -2.615  O3 1.418, C5 1.519, H42 1.094, H43 1.096
5 C 1.093 -2.120 -3.207  C4 1.519, O6 1.411, H44 1.099, H45 1.099
6 O -0.066 -1.318 -3.278  C5 1.411, C7 1.413
7 C -1.308 -1.952 -3.053  O6 1.413, C8 1.512, H46 1.098, H47 1.100
8 C -2.308 -0.989 -2.453  C7 1.512, O9 1.416, H48 1.100, H49 1.102
9 O -2.081 -0.840 -1.063  C8 1.416, C10 1.426
10 C -2.653 0.334 -0.491  O9 1.426, P11 1.954, H50 1.097, H51 1.095
11 P -1.451 1.261 0.739  C10 1.954, S12 2.471, C13 1.916, C18 1.965, C25 1.933, C33 2.045
12 S -2.939 3.076 -0.031  P11 2.471, H52 1.336
13 C -0.473 2.543 1.774  P11 1.916, C14 1.539, H53 1.092, H54 1.089
14 C 1.029 2.318 2.023  C13 1.539, C15 1.527, H55 1.091, H56 1.097
15 C 1.426 2.078 3.478  C14 1.527, O16 1.426, H57 1.098, H58 1.093
16 O 2.696 2.650 3.787  C15 1.426, C17 1.400
17 C 3.740 1.719 3.841  O16 1.400, H59 1.092, H60 1.100, H61 1.101
18 C -0.237 1.611 -0.765  P11 1.965, C19 1.531, H62 1.088, H63 1.094
19 C -0.104 2.989 -1.420  C18 1.531, C20 1.530, H64 1.094, H65 1.090
20 C -1.083 3.207 -2.576  C19 1.530, S21 1.769, H66 1.087, H67 1.094
21 S -0.517 2.910 -4.226  C20 1.769, O22 1.437, O23 1.434, O24 1.606
22 O 0.068 4.093 -4.794  S21 1.437
23 O -1.508 2.182 -4.962  S21 1.434
24 O 0.683 1.897 -3.892  S21 1.606, H68 0.978
25 C -0.453 -0.326 1.209  P11 1.933, C26 1.536, H69 1.090, H70 1.086
26 C -1.156 -1.653 1.531  C25 1.536, N27 1.488, H71 1.091, H72 1.087
27 N -0.465 -2.825 0.928  C26 1.488, C28 1.469, C30 1.445
28 C -1.428 -3.885 0.600  N27 1.469, C29 1.529, H73 1.093, H74 1.101
29 C -0.799 -5.103 -0.078  C28 1.529, H75 1.092, H76 1.093, H77 1.092
30 C 0.529 -3.330 1.848  N27 1.445, C31 1.497, O32 1.187
31 C 1.929 -3.468 1.334  C30 1.497, H78 1.092, H79 1.095, H80 1.086
32 O 0.248 -3.627 2.962  C30 1.187
33 C -2.751 0.875 2.269  P11 2.045, Br34 2.007, C35 1.521, H81 1.088
34 Br -1.845 0.491 4.019  C33 2.007
35 C -3.931 1.759 2.642  C33 1.521, C36 1.526, H82 1.092, H83 1.098
36 C -3.643 3.117 3.276  C35 1.526, H84 1.093, H85 1.088, H86 1.094
37 H 6.109 -0.950 -1.040  C1 1.094
38 H 5.937 -2.599 -1.661  C1 1.092
39 H 4.725 -1.940 -0.551  C1 1.091
40 H 4.283 -0.113 -2.359  C2 1.097
41 H 5.164 -1.153 -3.473  C2 1.097
42 H 1.977 -1.067 -1.557  C4 1.094
43 H 2.192 -0.281 -3.126  C4 1.096
44 H 0.901 -3.000 -2.578  C5 1.099
45 H 1.406 -2.484 -4.195  C5 1.099
46 H -1.158 -2.788 -2.357  C7 1.098
47 H -1.696 -2.347 -4.004  C7 1.100
48 H -2.238 -0.011 -2.951  C8 1.100
49 H -3.328 -1.370 -2.624  C8 1.102
50 H -3.627 0.111 -0.038  C10 1.097
51 H -2.848 1.051 -1.295  C10 1.095
52 H -2.788 4.042 0.879  S12 1.336
53 H -0.605 3.481 1.230  C13 1.092
54 H -0.971 2.702 2.730  C13 1.089
55 H 1.382 1.486 1.412  C14 1.091
56 H 1.598 3.195 1.691  C14 1.097
57 H 1.464 1.003 3.699  C15 1.098
58 H 0.689 2.520 4.153  C15 1.093
59 H 4.646 2.257 4.130  C17 1.092
60 H 3.545 0.936 4.589  C17 1.100
61 H 3.926 1.220 2.878  C17 1.101
62 H 0.756 1.319 -0.429  C18 1.088
63 H -0.472 0.875 -1.539  C18 1.094
64 H -0.258 3.808 -0.712  C19 1.094
65 H 0.918 3.104 -1.781  C19 1.090
66 H -1.985 2.607 -2.481  C20 1.087
67 H -1.393 4.253 -2.649  C20 1.094
68 H 1.119 1.682 -4.740  O24 0.978
69 H 0.156 -0.059 2.073  C25 1.090
70 H 0.235 -0.543 0.396  C25 1.086
71 H -1.187 -1.797 2.612  C26 1.091
72 H -2.186 -1.676 1.184  C26 1.087
73 H -2.149 -3.402 -0.063  C28 1.093
74 H -1.979 -4.215 1.494  C28 1.101
75 H -1.353 -6.012 0.166  C29 1.092
76 H -0.793 -5.005 -1.166  C29 1.093
77 H 0.234 -5.265 0.238  C29 1.092
78 H 2.618 -3.136 2.113  C31 1.092
79 H 2.139 -4.525 1.144  C31 1.095
80 H 2.085 -2.909 0.416  C31 1.086
81 H -3.169 -0.105 2.045  C33 1.088
82 H -4.549 1.877 1.749  C35 1.092
83 H -4.541 1.192 3.358  C35 1.098
84 H -4.521 3.764 3.194  C36 1.093
85 H -2.811 3.635 2.803  C36 1.088
86 H -3.407 2.997 4.337  C36 1.094

Output
HOMO energy = -0.174 hartree
net charge = -1
multiplicity = 1
DFT total energy = -143531.26095 eV
LUMO level = 0.0881 Ha
HOMO-LUMO gap = 7.14 eV